Record 1
The following is a quantum chemistry calculation of one molecule with the formula C4H12N2S, from OMol25.

Structure (ORCA input):
```
! wB97M-V def2-TZVPD RIJCOSX def2/J DEFGRID3
* xyz 0 1
C -0.876 -0.495 -0.232
N 0.233 0.439 -0.545
C 1.484 0.277 0.178
C 1.977 -1.182 0.085
S 3.786 -1.297 0.330
C -2.039 0.312 0.390
N -2.548 1.296 -0.520
H -0.636 -1.236 0.524
H -1.209 -0.939 -1.171
H -0.232 1.338 -0.461
H 2.159 1.005 -0.246
H 1.367 0.468 1.249
H 1.869 -1.470 -0.958
H 1.278 -1.703 0.715
H 3.996 -0.009 0.046
H -1.642 0.634 1.344
H -2.819 -0.425 0.638
H -3.102 0.926 -1.274
H -3.045 2.060 -0.092
*
```

SMILES string: NCCNCCS
Energy relative to the best compared isomer or geometry (same formula, charge and spin) in kcal/mol: 23.2

Record 2
The following is a quantum chemistry calculation of C24H39N2O7P2SZn as an isolated structure, from OMol25.

Structure (ORCA input):
```
! wB97M-V def2-TZVPD RIJCOSX def2/J DEFGRID3
* xyz -1 1
Zn -17.100 1.301 -2.702
C -21.250 2.665 -1.582
C -21.522 1.261 -1.565
C -21.328 0.820 -2.935
C -21.126 2.006 -3.673
C -21.089 3.146 -2.869
C -20.916 4.541 -3.292
C -20.809 4.674 -4.818
C -22.177 5.343 -2.758
C -19.731 5.203 -2.569
C -21.573 -0.515 -3.520
C -21.589 -0.425 -5.097
C -22.916 -1.055 -3.112
C -20.366 -1.438 -3.197
C -21.819 0.560 -0.212
C -21.281 1.416 0.957
C -23.344 0.461 -0.041
C -21.224 -0.845 -0.065
H -21.433 3.329 -0.718
H -20.861 2.040 -4.709
H -21.736 4.345 -5.285
H -19.919 4.212 -5.217
H -20.685 5.722 -4.991
H -23.082 4.808 -2.980
H -22.189 6.372 -3.160
H -22.096 5.429 -1.646
H -18.849 4.585 -2.643
H -19.983 5.245 -1.473
H -19.568 6.216 -2.956
H -22.433 0.210 -5.466
H -21.824 -1.313 -5.574
H -20.658 -0.005 -5.468
H -23.598 -0.189 -3.260
H -23.013 -1.428 -2.111
H -23.216 -1.855 -3.792
H -19.471 -0.982 -3.638
H -20.601 -2.438 -3.618
H -20.179 -1.548 -2.134
H -21.877 2.322 1.128
H -20.246 1.794 0.839
H -21.313 0.877 1.923
H -23.788 1.468 0.077
H -23.551 -0.078 0.905
H -23.849 -0.028 -0.913
H -20.184 -0.875 -0.308
H -21.748 -1.637 -0.625
H -21.330 -1.090 0.984
O -15.460 5.345 -2.624
P -15.333 3.752 -2.341
O -14.199 3.507 -1.334
O -16.625 3.109 -1.960
O -14.863 3.197 -3.825
P -16.058 3.092 -4.995
O -15.212 2.747 -6.293
O -16.730 1.799 -4.632
O -16.784 4.394 -5.150
H -15.707 5.306 -3.590
H -14.563 3.467 -6.515
N -13.900 0.170 -2.118
C -14.881 0.407 -1.161
S -16.418 -0.352 -1.456
N -14.543 1.291 -0.161
C -14.070 0.834 1.042
C -14.344 -0.539 1.436
C -13.719 -1.113 2.489
C -12.749 -0.467 3.225
C -12.511 0.863 2.883
C -13.182 1.535 1.878
H -14.148 -0.318 -2.972
H -13.148 0.876 -2.171
H -14.347 2.566 -0.745
H -15.056 -1.202 0.806
H -14.012 -2.100 2.758
H -12.267 -1.007 4.054
H -11.685 1.322 3.376
H -12.968 2.602 1.760
*
```

Energy relative to the best compared isomer or geometry (same formula, charge and spin) in kcal/mol: 47.5

Record 3
The following is a quantum chemistry calculation of one molecule with the formula C9H15NO2S, from OMol25.

Structure (ORCA input):
```
! wB97M-V def2-TZVPD RIJCOSX def2/J DEFGRID3
* xyz 0 1
C -0.116 0.886 1.383
C 0.212 -0.337 0.920
C -0.253 2.026 0.370
C 0.687 -0.763 -0.404
C 0.539 1.680 -0.875
C 0.166 0.264 -1.454
C -1.366 -0.057 -1.565
C 0.892 0.214 -2.762
C 0.322 -1.683 2.188
N -0.207 -0.995 3.375
O 0.583 -0.637 4.209
O -1.384 -0.866 3.310
S -0.541 -3.110 1.491
H -0.286 1.184 2.382
H -1.272 2.203 0.096
H 0.152 2.976 0.750
H 1.791 -0.767 -0.420
H 0.270 -1.772 -0.495
H 0.441 2.446 -1.659
H 1.556 1.471 -0.450
H -1.613 -0.978 -2.143
H -1.880 0.670 -2.156
H -1.675 -0.096 -0.617
H 0.403 0.757 -3.511
H 0.865 -0.872 -3.137
H 1.968 0.472 -2.641
H 1.352 -1.915 2.362
H -1.607 -2.399 1.454
*
```

SMILES string: CC1(C)CCC=C([C@H](S)[N+](=O)[O-])C1
Energy relative to the best compared isomer or geometry (same formula, charge and spin) in kcal/mol: 110.0

Record 4
The following is a quantum chemistry calculation of C10H16Cl16F6NO4S2V as an isolated structure, from OMol25.

Structure (ORCA input):
```
! wB97M-V def2-TZVPD RIJCOSX def2/J DEFGRID3
* xyz 1 4
V -26.147 29.123 14.902
C -23.659 26.666 17.150
F -24.511 25.812 16.588
F -23.333 26.310 18.353
F -22.581 26.705 16.374
S -24.561 28.350 17.206
O -25.953 28.001 16.953
O -24.267 29.001 18.429
N -24.278 29.074 15.670
S -22.983 29.978 15.948
O -23.277 31.356 16.214
O -21.994 29.338 16.790
C -22.276 29.951 14.185
F -22.061 28.695 13.820
F -23.146 30.558 13.380
F -21.112 30.574 14.133
C -17.899 28.860 15.644
Cl -18.924 27.409 15.481
Cl -18.064 29.572 17.229
H -16.865 28.542 15.530
H -18.047 29.570 14.835
C -20.685 31.001 19.599
Cl -22.296 31.626 19.243
Cl -20.565 29.831 20.930
H -20.314 30.514 18.696
H -19.956 31.805 19.682
C -20.013 26.457 19.474
Cl -18.258 26.751 19.650
Cl -20.940 26.474 21.019
H -20.413 27.190 18.782
H -20.173 25.476 19.040
C -25.667 33.377 17.514
Cl -26.177 31.729 17.109
Cl -26.671 34.600 16.779
H -25.719 33.481 18.596
H -24.626 33.555 17.256
C -25.424 30.508 21.498
Cl -25.157 29.805 23.110
Cl -25.492 32.297 21.597
H -24.588 30.200 20.881
H -26.374 30.117 21.154
C -19.612 33.638 15.361
Cl -20.043 32.669 16.794
Cl -18.378 34.846 15.628
H -19.322 32.964 14.560
H -20.561 34.069 15.054
C -25.516 25.148 20.313
Cl -26.589 24.502 21.548
Cl -25.539 26.954 20.294
H -24.508 24.810 20.524
H -25.890 24.799 19.358
C -22.840 24.341 13.720
Cl -21.748 22.939 13.860
Cl -23.607 24.279 12.112
H -23.640 24.276 14.450
H -22.316 25.285 13.818
*
```

<S²>: 3.758

Record 5
The following is a quantum chemistry calculation of a 5-piece molecular cluster, C35H59F8N4O3S overall, from OMol25.

Structure (ORCA input):
```
! wB97M-V def2-TZVPD RIJCOSX def2/J DEFGRID3
* xyz -1 1
C 9.583 1.283 -0.320
O 8.442 0.317 -0.344
C 8.989 -0.851 -1.054
C 8.224 -2.267 -0.605
C 6.616 -2.185 -0.967
C 5.816 -3.612 -0.803
C 5.703 -4.131 0.774
C 4.347 -3.487 1.442
C 2.972 -4.317 1.069
C 1.965 -3.465 0.041
C 0.433 -3.829 0.535
C -0.744 -3.314 -0.508
C -2.070 -4.206 -0.211
C -3.373 -3.342 0.388
C -3.763 -2.276 -0.843
C -5.206 -1.562 -0.534
C -5.389 -0.060 -1.164
C -5.376 0.005 -2.808
F -6.631 0.718 -3.252
F -5.425 -1.331 -3.461
C -4.127 0.938 -3.385
F -4.664 2.305 -3.627
F -2.916 0.907 -2.528
F -3.742 0.317 -4.697
S -2.913 -2.445 1.963
O -2.110 -3.483 2.839
O -4.201 -2.128 2.819
C -1.973 -0.855 1.802
F -0.474 -1.032 1.712
F -2.159 -0.130 3.118
F -2.484 0.106 0.780
H 10.155 1.247 -1.342
H 9.194 2.365 -0.087
H 10.308 0.970 0.557
H 8.904 -0.666 -2.210
H 10.118 -0.978 -0.730
H 8.712 -3.148 -1.245
H 8.386 -2.452 0.560
H 6.516 -1.876 -2.115
H 6.090 -1.308 -0.357
H 6.256 -4.442 -1.502
H 4.695 -3.399 -1.154
H 5.783 -5.297 0.875
H 6.659 -3.684 1.316
H 4.212 -2.368 1.049
H 4.500 -3.493 2.619
H 3.210 -5.392 0.613
H 2.427 -4.531 2.107
H 2.157 -2.315 0.160
H 2.204 -3.887 -1.035
H 0.368 -5.021 0.528
H 0.240 -3.516 1.655
H -0.354 -3.625 -1.593
H -0.887 -2.157 -0.542
H -1.809 -5.117 0.501
H -2.441 -4.670 -1.230
H -3.924 -2.978 -1.795
H -2.892 -1.552 -1.121
H -5.482 -1.551 0.617
H -6.034 -2.253 -1.045
H -6.476 0.307 -0.833
H -4.641 0.697 -0.647
C -0.084 3.734 3.436
C 0.152 3.010 2.117
C 1.042 1.775 2.259
C 2.418 2.119 2.639
N 3.505 2.389 2.943
H 0.848 4.137 3.845
H -0.773 4.571 3.288
H -0.524 3.061 4.180
H 0.587 3.710 1.394
H -0.819 2.697 1.714
H 1.061 1.243 1.301
H 0.611 1.087 2.995
C -0.468 -0.012 6.157
C 0.341 0.461 7.358
C -0.348 1.574 8.146
C -0.458 2.819 7.375
N -0.549 3.803 6.766
H -0.592 0.785 5.417
H 0.041 -0.846 5.665
H -1.462 -0.355 6.464
H 1.330 0.792 7.018
H 0.502 -0.394 8.026
H 0.230 1.771 9.056
H -1.342 1.244 8.468
C 2.187 5.592 -0.497
C 1.142 6.657 -0.192
C 0.299 7.038 -1.409
C 1.090 7.712 -2.447
N 1.714 8.240 -3.270
H 2.928 5.951 -1.218
H 2.719 5.315 0.418
H 1.720 4.689 -0.904
H 1.640 7.544 0.217
H 0.475 6.275 0.590
H -0.504 7.710 -1.084
H -0.183 6.146 -1.824
C -8.023 -0.444 -5.931
C -7.867 -0.664 -7.430
C -8.291 0.545 -8.262
C -9.733 0.811 -8.167
N -10.871 1.024 -8.090
H -9.071 -0.299 -5.653
H -7.650 -1.315 -5.382
H -7.455 0.432 -5.602
H -8.442 -1.550 -7.726
H -6.813 -0.882 -7.641
H -8.034 0.358 -9.311
H -7.726 1.431 -7.951
*
```

Record 6
The following is a quantum chemistry calculation of a 2-piece molecular cluster, C3H6OSi overall, from OMol25.

Structure (ORCA input):
```
! wB97M-V def2-TZVPD RIJCOSX def2/J DEFGRID3
* xyz 0 1
C -3.787 -0.291 -0.145
C 0.345 -1.543 0.175
C 0.278 -0.317 -0.317
O -3.643 0.780 0.176
Si 1.450 1.114 0.026
H -0.391 -2.294 -0.068
H 1.137 -1.855 0.838
H -0.566 -0.091 -0.965
H 1.974 1.056 1.392
H 0.655 2.330 -0.166
H 2.548 1.110 -0.946
*
```

Energy relative to the best compared isomer or geometry (same formula, charge and spin) in kcal/mol: 18.9

It is found that the total energy values, taken in the order of the records, are -18157.0106 -120672.4220 -25991.7892 -284320.1299 -81917.6866 -13131.6794 eV.
It is found that the max |F| values, taken in the order of the records, are 2.4 2.8 4.7 5.6 8.5 0.8 eV/A.